Below is a cluster of 2 separate species, C5H16NO in total at a distorted geometry, with properties calculated with wB97M-V/def2-TZVPD.

XYZ file:
```
23
Properties=species:S:1:pos:R:3
O 2.577 1.806 -0.185
N 1.326 -0.858 0.726
C -1.406 1.078 -0.692
C -1.073 0.189 0.491
C -2.444 -0.314 1.012
C -0.089 -1.044 0.091
C 0.257 -1.248 -1.401
H -2.437 -0.850 1.964
H 1.088 -2.007 -1.610
H -1.951 0.487 -1.485
H -3.010 0.626 1.346
H 2.139 -1.434 0.503
H -1.953 1.887 -0.286
H 1.294 -0.801 1.726
H 3.447 1.818 -0.689
H -0.471 1.462 -1.294
H 0.432 -0.264 -1.715
H -0.556 0.828 1.214
H 1.667 -0.032 0.273
H -2.875 -1.147 0.314
H 2.777 2.654 0.337
H -0.333 -1.999 0.682
H -0.618 -1.643 -1.896
```

## Properties
calculated total energy	-8977.620	eV
largest force on an atom	0.0700	Eh/bohr
HOMO-LUMO gap (spin up / spin down)	3.75 / 12.33	eV
spin multiplicity	2
energy above the lowest of the compared OMol25 structures with the same formula, charge and spin	59.2	kcal per mole

Atom charges from the Löwdin analysis, given in e for atoms 1 to 2: atom 1 (O): -0.215, atom 2 (N): 0.092

Below is a cluster of 2 separate species, C5H16NO in total at a distorted geometry, with properties calculated with wB97M-V/def2-TZVPD.

XYZ file:
```
23
Properties=species:S:1:pos:R:3
O -2.607 -0.087 2.019
N 0.058 0.476 1.615
C 1.090 0.614 -2.118
C 0.954 0.316 0.406
C 1.558 -1.069 0.381
C 0.158 0.612 -0.892
C -0.972 -0.456 -1.062
H 1.718 1.091 0.518
H 1.785 1.485 -2.095
H -1.481 -0.252 -2.005
H 2.199 -1.166 -0.498
H 0.621 0.422 2.480
H -1.601 -0.371 -0.163
H 2.126 -1.259 1.293
H -0.563 1.295 1.599
H -0.287 1.601 -0.906
H -0.665 -0.229 1.759
H -0.697 -1.486 -1.091
H 0.448 0.802 -3.009
H 1.699 -0.279 -2.255
H -3.089 0.547 1.468
H 0.801 -1.855 0.289
H -3.253 -0.753 2.267
```

## Properties
calculated total energy	-8976.090	eV
charge	+1
largest force on an atom	0.0373	Eh/bohr
HOMO-LUMO gap	11.99	eV
energy above the lowest of the compared OMol25 structures with the same formula, charge and spin	9.8	kcal per mole

Atom charges from the Löwdin analysis, given in e for atoms 1 to 2: atom 1 (O): -0.046, atom 2 (N): 0.202

Below is a cluster of 2 separate species, C5H16NO in total at a distorted geometry, with properties calculated with wB97M-V/def2-TZVPD.

XYZ file:
```
23
Properties=species:S:1:pos:R:3
O 0.326 -0.853 3.684
N 1.256 -1.728 0.401
C 0.477 1.357 0.299
C -2.184 1.027 -1.485
C -0.076 0.141 -0.535
C 1.114 -0.803 -0.778
C -0.692 0.488 -1.856
H -0.902 -0.217 -2.886
H -2.257 2.045 -1.033
H 0.026 -1.352 4.511
H -0.830 -0.249 0.066
H 1.150 -1.507 -1.591
H 2.076 -0.268 -0.728
H -2.551 1.086 -2.518
H 0.439 -2.363 0.521
H 2.080 -2.365 0.422
H 1.234 -1.081 1.199
H -2.732 0.329 -0.901
H 0.451 0.254 3.827
H 0.683 2.212 -0.199
H 1.340 0.987 0.973
H -0.517 1.579 0.836
H 0.086 1.280 -2.231
```

## Properties
calculated total energy	-8973.239	eV
charge	+1
largest force on an atom	0.1042	Eh/bohr
HOMO-LUMO gap	10.98	eV
energy above the lowest of the compared OMol25 structures with the same formula, charge and spin	75.6	kcal per mole

Atom charges from the Löwdin analysis, given in e for atoms 1 to 2: atom 1 (O): -0.198, atom 2 (N): 0.171

Below is a cluster of 2 separate species, C5H16NO in total at a distorted geometry, with properties calculated with wB97M-V/def2-TZVPD.

XYZ file:
```
23
Properties=species:S:1:pos:R:3
O -0.702 0.588 3.619
N 0.343 1.460 1.165
C 0.484 -1.426 -1.309
C -0.565 -2.286 -1.963
C -0.300 0.926 -1.885
C 1.019 0.474 0.207
C -0.022 -0.082 -0.772
H -0.272 0.844 4.442
H -1.412 -0.017 3.854
H -1.314 -2.704 -1.295
H -1.111 -1.793 -2.768
H 1.374 -0.321 0.821
H 0.946 2.220 1.449
H 0.951 -2.012 -0.511
H -0.184 1.043 1.949
H -1.084 0.573 -2.543
H -0.118 -3.131 -2.486
H 1.345 -1.187 -1.948
H -0.920 -0.265 -0.175
H -0.512 1.901 -1.476
H 1.795 1.040 -0.298
H -0.401 1.871 0.595
H 0.581 0.994 -2.516
```

## Properties
calculated total energy	-8976.173	eV
charge	+1
largest force on an atom	0.0360	Eh/bohr
HOMO-LUMO gap	11.76	eV
energy above the lowest of the compared OMol25 structures with the same formula, charge and spin	7.9	kcal per mole

Atom charges from the Löwdin analysis, given in e for atoms 1 to 2: atom 1 (O): -0.034, atom 2 (N): 0.192

Below is a cluster of 2 separate species, C5H16NO in total at a distorted geometry, with properties calculated with wB97M-V/def2-TZVPD.

XYZ file:
```
23
Properties=species:S:1:pos:R:3
O 0.183 -2.807 2.916
N -1.018 -0.242 -2.380
C 0.721 -1.357 -1.027
C 0.349 1.358 1.845
C -0.272 -0.206 -1.034
C -0.220 1.927 0.492
C 0.341 1.214 -0.796
H -0.492 0.129 -3.226
H 0.004 1.913 2.759
H -1.388 1.994 0.589
H 1.477 1.612 1.936
H -1.750 0.494 -2.380
H 1.509 1.010 -0.686
H -1.088 -0.375 -0.291
H -1.202 -1.262 -2.579
H 1.231 -1.470 -0.125
H 0.096 0.213 1.956
H -0.308 -3.195 3.629
H 0.200 -2.290 -1.084
H 0.411 1.905 -1.650
H -0.537 -2.358 2.292
H 1.605 -1.106 -1.667
H 0.149 2.899 0.512
```

## Properties
calculated total energy	-8974.122	eV
charge	+1
largest force on an atom	0.0760	Eh/bohr
HOMO-LUMO gap	10.46	eV
energy above the lowest of the compared OMol25 structures with the same formula, charge and spin	55.2	kcal per mole

Atom charges from the Löwdin analysis, given in e for atoms 1 to 2: atom 1 (O): -0.104, atom 2 (N): 0.183

Below is a structure of composition C5H16NO at a distorted geometry, with properties calculated with wB97M-V/def2-TZVPD.

XYZ file:
```
23
Properties=species:S:1:pos:R:3
O 0.955 -1.131 0.637
N 2.323 0.590 -0.715
C -1.303 0.583 -0.283
C -0.637 -0.651 -0.834
C -1.323 -0.071 2.070
C 0.249 -0.354 -1.975
C -0.730 0.938 1.096
H -1.044 1.897 1.539
H 1.052 0.365 -1.655
H 2.499 1.549 -0.395
H 1.713 -0.020 -0.144
H -1.444 -1.375 -0.972
H 0.836 -1.222 -2.338
H -2.365 0.355 -0.133
H -1.282 1.439 -0.967
H 1.714 -1.722 0.899
H 0.100 -1.232 0.006
H -0.787 -0.107 3.015
H -2.366 0.114 2.325
H -0.448 0.015 -2.745
H 3.198 0.103 -0.972
H 0.336 0.982 0.950
H -1.247 -1.047 1.594
```

## Properties
calculated total energy	-8969.191	eV
charge	+1
largest force on an atom	0.1618	Eh/bohr
HOMO-LUMO gap	6.08	eV
energy above the lowest of the compared OMol25 structures with the same formula, charge and spin	168.9	kcal per mole

Atom charges from the Löwdin analysis, given in e for atoms 1 to 2: atom 1 (O): -0.058, atom 2 (N): 0.090

- largest force on an atom of number 6 (C5H16NO)?
  0.1618 Eh/bohr

- Among the records above, which one has the highest calculated total energy?
  number 6

- Among the records above, which one has the highest calculated total energy?
  number 6